No. 1
{
  "formula": "C68H187N17O17",
  "method": "ωB97M-V with the def2-TZVPD basis set",
  "homo_ev": -8.3,
  "gap_ha": 0.322,
  "de_lowest_kcal_mol": 156.8,
  "symbols": ["C", "C", "C", "O", "C", "N", "H", "H", "H", "H", "H", "H", "H", "H", "H", "H", "H", "C", "C", "C", "O", "C", "N", "H", "H", "H", "H", "H", "H", "H", "H", "H", "H", "H", "C", "C", "C", "O", "C", "N", "H", "H", "H", "H", "H", "H", "H", "H", "H", "H", "H", "C", "C", "C", "O", "C", "N", "H", "H", "H", "H", "H", "H", "H", "H", "H", "H", "H", "C", "C", "C", "O", "C", "N", "H", "H", "H", "H", "H", "H", "H", "H", "H", "H", "H", "C", "C", "C", "O", "C", "N", "H", "H", "H", "H", "H", "H", "H", "H", "H", "H", "H", "C", "C", "C", "O", "C", "N", "H", "H", "H", "H", "H", "H", "H", "H", "H", "H", "H", "C", "C", "C", "O", "C", "N", "H", "H", "H", "H", "H", "H", "H", "H", "H", "H", "H", "C", "C", "C", "O", "C", "N", "H", "H", "H", "H", "H", "H", "H", "H", "H", "H", "H", "C", "C", "C", "O", "C", "N", "H", "H", "H", "H", "H", "H", "H", "H", "H", "H", "H", "C", "C", "C", "O", "C", "N", "H", "H", "H", "H", "H", "H", "H", "H", "H", "H", "H", "C", "C", "C", "O", "C", "N", "H", "H", "H", "H", "H", "H", "H", "H", "H", "H", "H", "C", "C", "C", "O", "C", "N", "H", "H", "H", "H", "H", "H", "H", "H", "H", "H", "H", "C", "C", "C", "O", "C", "N", "H", "H", "H", "H", "H", "H", "H", "H", "H", "H", "H", "C", "C", "C", "O", "C", "N", "H", "H", "H", "H", "H", "H", "H", "H", "H", "H", "H", "C", "C", "C", "O", "C", "N", "H", "H", "H", "H", "H", "H", "H", "H", "H", "H", "H", "C", "C", "C", "O", "C", "N", "H", "H", "H", "H", "H", "H", "H", "H", "H", "H", "H"],
  "xyz": [[1.97807, -3.41321, 5.05113], [0.56468, -2.81041, 4.93669], [0.45259, -1.39379, 5.55822], [0.86829, -1.44292, 6.91088], [0.98722, -0.09368, 7.44040], [0.11717, -2.72798, 3.53844], [2.45808, -3.40788, 6.02974], [2.63662, -2.83229, 4.40542], [2.01459, -4.46917, 4.78335], [-0.16082, -3.34902, 5.54631], [-0.56753, -1.01191, 5.51788], [1.18527, -0.81966, 4.99108], [1.23675, -0.06434, 8.50104], [0.08329, 0.51486, 7.41380], [1.83655, 0.45703, 7.03612], [0.81065, -2.13861, 3.10047], [0.33572, -3.63869, 3.16035], [-2.79197, 3.56634, 0.14750], [-3.75446, 4.21686, 1.14586], [-3.74707, 3.55878, 2.56491], [-4.60454, 4.27609, 3.39796], [-5.24733, 3.74592, 4.56294], [-3.45266, 5.61091, 1.19211], [-1.89835, 3.39931, 0.74887], [-2.63773, 4.34036, -0.60431], [-3.15014, 2.61616, -0.24869], [-4.78268, 4.23270, 0.78448], [-2.79695, 3.54424, 3.09894], [-4.25105, 2.59559, 2.48503], [-5.74720, 2.78727, 4.42430], [-6.02863, 4.41281, 4.92752], [-4.55356, 3.73463, 5.40357], [-4.07281, 5.98704, 1.89499], [-2.53004, 5.71895, 1.58862], [2.98621, -4.41436, 1.52888], [2.35226, -3.28453, 0.70249], [2.96537, -1.98355, 1.13947], [2.70195, -1.49916, 2.50521], [3.26421, -0.23276, 2.72935], [2.65014, -3.44746, -0.73281], [2.50528, -5.37706, 1.35566], [2.81868, -4.13441, 2.56892], [4.06921, -4.46593, 1.41675], [1.27725, -3.27618, 0.88246], [2.71486, -1.17608, 0.45147], [4.04445, -1.96005, 0.98735], [4.32450, -0.25013, 2.98154], [2.71422, 0.26018, 3.53098], [3.26048, 0.46005, 1.88787], [2.73245, -2.49013, -1.04403], [1.81183, -3.67525, -1.24802], [-2.20504, 1.29562, 10.12911], [-3.37580, 0.93545, 9.18570], [-2.93010, 0.57823, 7.74599], [-3.98434, 0.77434, 6.82186], [-3.44792, 0.73343, 5.44632], [-4.02588, -0.24308, 9.78522], [-1.98474, 2.35017, 9.96332], [-1.36249, 0.60665, 10.06953], [-2.52682, 1.31827, 11.17028], [-4.11786, 1.73029, 9.11034], [-2.58047, -0.45108, 7.66620], [-2.12954, 1.30755, 7.62232], [-2.62448, 0.02823, 5.33332], [-3.13089, 1.73544, 5.15726], [-4.16987, 0.45572, 4.67835], [-3.28252, -0.92528, 9.83110], [-4.80561, -0.58788, 9.24371], [1.82646, -0.72690, -8.11983], [1.87515, 0.70661, -8.63184], [2.52283, 0.79061, -10.03446], [3.93453, 0.53068, -9.92875], [4.65279, 0.64465, -11.13535], [0.55683, 1.27760, -8.63338], [1.11082, -1.35566, -8.64955], [1.56200, -0.70274, -7.06267], [2.76829, -1.21679, -8.36695], [2.54835, 1.27257, -7.98795], [2.57592, 1.84830, -10.29248], [1.99397, 0.30743, -10.85601], [5.72151, 0.52096, -10.96036], [4.49978, 1.60084, -11.63574], [4.34895, -0.02051, -11.94365], [0.60384, 2.23899, -8.93932], [0.07922, 1.41766, -7.75453], [-3.46889, 3.57256, -4.91123], [-2.65007, 2.28488, -4.72326], [-1.48737, 2.27412, -5.74547], [-0.50503, 1.29098, -5.55244], [-0.92893, -0.07973, -5.44112], [-2.30208, 2.19154, -3.30444], [-3.78685, 3.61311, -5.95303], [-2.94775, 4.48034, -4.60721], [-4.26019, 3.57266, -4.16161], [-3.31688, 1.45122, -4.94343], [-0.89683, 3.18987, -5.77311], [-1.88262, 2.14826, -6.75345], [-1.32281, -0.43776, -6.39233], [-1.69759, -0.12615, -4.66970], [-0.16615, -0.83763, -5.26264], [-2.12181, 1.20288, -3.20373], [-1.41815, 2.67362, -3.22472], [6.44716, 1.64816, -5.34902], [5.44820, 1.90697, -6.46506], [5.99636, 3.02609, -7.44446], [6.25330, 4.20409, -6.58807], [6.78787, 5.28260, -7.41692], [5.38206, 0.64512, -7.16279], [6.72756, 2.55906, -4.82012], [7.44105, 1.30220, -5.63292], [6.05086, 0.95023, -4.61149], [4.48794, 2.28448, -6.11364], [5.15344, 3.27506, -8.08913], [6.88748, 2.64255, -7.94135], [7.01927, 6.23367, -6.93733], [6.05882, 5.29156, -8.22716], [7.69242, 4.96556, -7.93594], [4.85257, 0.71895, -8.01970], [6.29775, 0.28997, -7.39831], [-2.68879, -3.69362, -4.40071], [-4.16170, -3.92388, -4.18240], [-4.87067, -2.72964, -3.60788], [-4.38518, -2.51534, -2.31774], [-4.49200, -1.22455, -1.77899], [-4.70382, -4.26793, -5.43233], [-2.16933, -3.55893, -3.45197], [-2.44699, -2.80381, -4.98195], [-2.19756, -4.60005, -4.75454], [-4.31820, -4.80375, -3.55835], [-5.95440, -2.84362, -3.58251], [-4.74092, -1.84414, -4.23009], [-3.81063, -0.53542, -2.27792], [-4.26312, -1.34423, -0.72003], [-5.51319, -0.87611, -1.93345], [-5.66609, -4.57439, -5.44782], [-4.25406, -5.05248, -5.88211], [-0.80077, 6.98448, 5.51936], [-1.40287, 7.66953, 4.30445], [-0.81068, 7.20710, 2.90523], [-0.60267, 5.79225, 2.69922], [0.08880, 5.51252, 1.51194], [-2.76292, 7.42603, 4.35107], [-0.94923, 5.91947, 5.34100], [-1.37274, 7.28103, 6.39858], [0.28231, 7.02538, 5.63496], [-1.28206, 8.73379, 4.50656], [0.12538, 7.69190, 2.62796], [-1.47025, 7.58864, 2.12580], [1.06530, 5.99385, 1.45827], [-0.46021, 5.65372, 0.58094], [0.38427, 4.46334, 1.51765], [-3.00073, 7.65413, 5.30580], [-2.79757, 6.42143, 4.25280], [2.19208, 3.32163, 4.13876], [0.93140, 2.70137, 4.76820], [0.43576, 3.45327, 6.04887], [1.19556, 2.88355, 7.14299], [0.50228, 3.15780, 8.38264], [-0.11163, 2.82238, 3.81528], [2.56191, 2.72425, 3.30542], [2.97961, 3.30336, 4.89211], [1.98317, 4.36136, 3.88689], [1.18372, 1.68048, 5.05494], [-0.60905, 3.17249, 6.18171], [0.58438, 4.52187, 5.89364], [1.21522, 3.11739, 9.20616], [-0.35185, 2.49754, 8.53311], [0.06465, 4.15571, 8.41014], [-0.12672, 3.80018, 3.56272], [0.16250, 2.30033, 2.99528], [-1.53327, -0.82547, -0.17308], [-0.28070, -0.14849, 0.39904], [0.53377, 0.60689, -0.66956], [0.88142, -0.28575, -1.70770], [1.35250, 0.30181, -2.86581], [-0.52991, 0.68367, 1.59646], [-2.24507, -0.06845, -0.50224], [-1.96999, -1.48216, 0.57933], [-1.24818, -1.39630, -1.05681], [0.39789, -0.93140, 0.73768], [1.38392, 1.12386, -0.22449], [-0.15351, 1.35755, -1.05979], [0.77282, 1.18926, -3.11979], [1.21519, -0.47915, -3.61370], [2.40034, 0.51050, -2.64997], [-0.87254, 0.16332, 2.39142], [-1.25778, 1.36832, 1.44962], [6.11239, -0.39495, 0.23752], [7.49537, 0.06965, -0.23613], [7.77923, -0.33137, -1.76705], [9.22856, -0.57093, -1.82801], [9.81410, -0.79463, -3.17479], [7.62014, 1.52797, 0.03120], [5.32102, 0.14495, -0.28243], [6.08530, -0.13202, 1.29498], [6.02270, -1.47401, 0.11232], [8.23585, -0.39051, 0.41811], [7.41317, 0.35659, -2.52916], [7.28255, -1.24460, -2.09478], [9.36617, -1.61355, -3.73767], [10.87105, -1.05798, -3.13488], [9.75352, 0.08584, -3.81448], [8.00596, 1.60135, 0.96172], [8.49034, 1.74169, -0.43482], [-8.58931, -5.40299, 2.80042], [-8.24190, -6.20660, 1.59222], [-7.30348, -5.44056, 0.64399], [-7.90636, -4.35077, -0.06804], [-7.08991, -3.65628, -1.07921], [-7.60016, -7.42528, 2.09954], [-9.56819, -5.71276, 3.16639], [-8.84015, -4.35980, 2.60820], [-7.81315, -5.26455, 3.55308], [-9.08341, -6.48005, 0.95569], [-6.87094, -6.05863, -0.14277], [-6.42139, -5.12511, 1.20123], [-6.30705, -2.95276, -0.79585], [-7.85660, -3.08634, -1.60405], [-6.69017, -4.36049, -1.80887], [-8.19299, -7.97570, 2.70428], [-7.46131, -7.96867, 1.25957], [0.91417, -6.80841, -1.92621], [-0.07175, -5.68713, -1.99372], [-0.70137, -5.27096, -0.66255], [-1.80027, -4.34143, -0.61283], [-2.95069, -4.99858, -0.99173], [0.70659, -4.50900, -2.50916], [0.50233, -7.75641, -1.58011], [1.77197, -6.73017, -1.25827], [1.20969, -7.13357, -2.92373], [-0.90669, -6.02093, -2.60980], [0.06899, -4.85540, -0.01297], [-0.99845, -6.10634, -0.02852], [-3.13024, -5.71487, -0.18998], [-2.86463, -5.55595, -1.92448], [-3.81232, -4.33456, -0.92282], [0.06725, -3.73470, -2.61784], [1.12949, -4.70360, -3.40549], [3.69411, 3.26397, 0.43742], [4.05005, 3.17538, -1.02061], [3.33252, 4.26725, -1.89455], [1.92768, 4.14658, -1.88740], [1.25545, 5.12503, -2.70288], [5.51009, 3.40834, -1.12559], [4.27259, 2.61141, 1.09135], [2.65426, 2.94475, 0.50751], [3.86522, 4.27603, 0.80424], [3.73686, 2.19590, -1.38204], [3.74469, 4.20441, -2.90166], [3.60612, 5.27090, -1.56910], [1.19923, 4.92083, -3.77212], [1.81231, 6.05090, -2.55881], [0.29368, 5.28557, -2.21574], [6.09579, 2.81462, -0.55589], [5.83424, 3.22259, -2.06395], [4.68200, -2.14772, -3.53529], [4.00157, -2.22923, -4.92472], [2.60864, -3.02622, -4.94879], [2.57348, -4.50332, -4.88851], [3.50056, -5.10724, -4.05514], [3.64686, -0.84030, -5.18478], [3.90906, -1.76847, -2.86683], [5.55188, -1.49238, -3.57926], [4.99601, -3.11800, -3.15050], [4.65278, -2.57536, -5.72737], [2.08310, -2.59963, -5.80315], [1.99325, -2.69586, -4.11197], [4.53572, -4.90639, -4.33120], [3.36332, -6.18842, -4.03715], [3.41044, -4.85170, -2.99935], [4.38267, -0.31093, -5.63024], [2.89076, -0.70568, -5.84073], [-5.34262, -3.18931, 8.81491], [-5.40738, -2.30765, 7.57610], [-5.85699, -3.05396, 6.26214], [-5.70985, -2.16800, 5.12406], [-6.19178, -2.78070, 3.92858], [-6.20504, -1.18152, 7.89982], [-6.36891, -3.44940, 9.07406], [-4.89927, -2.63286, 9.64069], [-4.64924, -4.02043, 8.68615], [-4.41137, -1.89409, 7.41792], [-6.91827, -3.29534, 6.32158], [-5.33298, -3.99524, 6.09616], [-5.86263, -3.80411, 3.74863], [-5.88849, -2.11714, 3.11877], [-7.28169, -2.76721, 3.92781], [-7.21426, -1.20719, 7.93018], [-5.86216, -0.40020, 7.35940]]
}

No. 2
{
  "formula": "C68H46Cl2GeN4O2Sn",
  "method": "ωB97M-V with the def2-TZVPD basis set",
  "homo_ev": [-9.4, -10.0],
  "spin_multiplicity": 2,
  "total_charge": 1,
  "gap_ha": [0.201, 0.184],
  "de_lowest_kcal_mol": 18.3,
  "s_squared": 0.843,
  "symbols": ["Sn", "C", "C", "C", "C", "C", "C", "C", "C", "C", "C", "C", "C", "C", "C", "C", "C", "C", "C", "C", "N", "C", "C", "C", "C", "C", "C", "C", "C", "C", "C", "C", "C", "N", "C", "C", "C", "C", "C", "N", "C", "C", "C", "C", "C", "C", "C", "C", "N", "H", "H", "H", "H", "H", "H", "H", "H", "H", "H", "H", "H", "H", "H", "H", "H", "H", "H", "H", "H", "H", "H", "H", "H", "H", "H", "H", "H", "Cl", "C", "C", "C", "Cl", "C", "O", "C", "C", "O", "C", "H", "H", "H", "C", "Ge", "C", "C", "C", "C", "C", "C", "C", "C", "C", "C", "C", "C", "C", "C", "C", "C", "H", "H", "H", "H", "H", "H", "H", "H", "H", "H", "H", "H", "H", "H", "H"],
  "xyz": [[0.85209, 0.37136, 0.62477], [3.34399, -4.38384, -4.33733], [3.62979, -5.00544, -3.13143], [3.56229, -4.30284, -1.94143], [3.17959, -2.95944, -1.92373], [2.89819, -2.34734, -3.15683], [2.98539, -3.04494, -4.34313], [2.97679, -2.11214, -0.74873], [2.32969, -2.56214, 0.42247], [2.31429, -3.89014, 0.95547], [1.70519, -3.82614, 2.16607], [1.27369, -2.47114, 2.34217], [0.52309, -2.00724, 3.43617], [0.09499, -3.01074, 4.42307], [-0.61321, -4.14074, 4.00967], [-1.02781, -5.08584, 4.92767], [-0.72821, -4.92464, 6.27077], [-0.02061, -3.81134, 6.69497], [0.38289, -2.85734, 5.78027], [0.12349, -0.67704, 3.66007], [0.48509, 0.39666, 2.91677], [-0.12411, 1.48896, 3.44977], [0.05639, 2.80936, 3.00927], [-0.81391, 3.86056, 3.56697], [-1.73421, 4.47166, 2.71587], [-2.59791, 5.43746, 3.19687], [-2.53471, 5.82676, 4.52537], [-1.60611, 5.24066, 5.37137], [-0.75791, 4.25326, 4.90107], [1.02159, 3.21776, 2.07737], [1.40529, 4.57796, 1.84287], [2.43679, 4.54606, 0.96027], [2.66459, 3.16606, 0.64167], [1.78969, 2.39166, 1.32507], [3.63489, 2.69946, -0.26223], [3.79949, 1.36006, -0.64183], [4.85329, 0.87016, -1.47943], [4.63329, -0.46014, -1.65023], [3.46449, -0.78644, -0.88713], [2.99679, 0.32146, -0.27903], [4.56799, 3.68396, -0.84023], [5.38319, 4.45726, -0.01273], [6.27969, 5.35946, -0.55593], [6.36639, 5.51826, -1.92963], [5.55619, 4.76076, -2.76073], [4.66839, 3.84636, -2.22283], [-0.93811, 1.08546, 4.55757], [-0.77071, -0.25544, 4.70097], [1.69609, -1.73144, 1.28667], [3.41219, -4.93654, -5.26253], [3.92199, -6.04604, -3.12383], [3.86659, -4.79634, -1.03343], [2.58339, -1.31394, -3.17063], [2.76779, -2.54494, -5.27533], [2.74739, -4.76484, 0.52187], [1.57749, -4.62794, 2.86717], [-0.86951, -4.24924, 2.96627], [-1.59621, -5.94424, 4.60037], [-1.05081, -5.66084, 6.98847], [0.21089, -3.67994, 7.74187], [0.93629, -1.99254, 6.11317], [-1.78701, 4.15786, 1.68487], [-3.32411, 5.88356, 2.53297], [-3.20801, 6.58176, 4.90217], [-1.54621, 5.54516, 6.40597], [-0.02971, 3.79786, 5.55677], [0.97049, 5.43976, 2.30937], [2.98609, 5.37496, 0.55737], [5.67079, 1.45316, -1.85703], [5.24599, -1.16774, -2.17503], [5.33299, 4.31616, 1.05697], [6.91269, 5.93776, 0.10017], [7.06169, 6.22996, -2.34853], [5.62159, 4.88566, -3.83133], [4.02879, 3.26616, -2.87233], [-1.54951, 1.73656, 5.15177], [-1.23991, -0.90074, 5.41907], [-0.37211, 4.48036, -5.92223], [-0.68901, 3.34276, -4.66893], [-1.08361, 2.04906, -5.00913], [-1.29971, 1.12026, -4.01763], [-1.85501, -0.45344, -4.42473], [-1.09181, 1.40646, -2.65333], [-1.17471, 0.49596, -1.71943], [-0.77401, 2.74976, -2.32913], [-0.76071, 3.20786, -0.95333], [-0.82251, 2.52846, 0.04807], [-0.57001, 3.69426, -3.34343], [-1.22131, 1.77456, -6.04163], [-0.73701, 4.31246, -0.86093], [-0.30251, 4.70026, -3.06213], [-2.52011, -0.77034, 0.50857], [-2.34021, -0.97664, -1.47253], [-1.32111, -2.68854, -1.78453], [-1.50651, -3.65064, -0.79843], [-0.92071, -4.89844, -0.89623], [-0.14761, -5.21464, -2.00023], [0.05069, -4.26324, -2.98353], [-0.51871, -3.00544, -2.86933], [-4.13211, -0.39004, -2.16493], [-4.32591, 0.89906, -2.58753], [-5.61241, 1.38636, -2.85843], [-6.70241, 0.58506, -2.67583], [-6.55021, -0.74604, -2.23683], [-7.65821, -1.59254, -2.01913], [-7.48141, -2.88074, -1.59893], [-6.18861, -3.38044, -1.37553], [-5.09721, -2.58194, -1.56563], [-5.24281, -1.24744, -1.99133], [-3.46181, -1.18354, 0.86117], [-2.50511, 0.29006, 0.74137], [-1.70351, -1.24754, 1.04697], [-2.13271, -3.42624, 0.05457], [-1.08811, -5.63244, -0.12183], [0.28419, -6.19854, -2.09903], [0.64319, -4.50204, -3.85373], [-0.33431, -2.28364, -3.64863], [-3.48611, 1.56916, -2.70653], [-5.73141, 2.40506, -3.19573], [-7.69561, 0.96646, -2.85803], [-8.65111, -1.19794, -2.17833], [-8.33181, -3.52434, -1.43133], [-6.06191, -4.40204, -1.05253], [-4.09621, -2.97014, -1.41213]]
}

Listing molar mass for the structures above in their given order: 1515.35, 1213.37 g/mol.